Entry 1:
ORCA calculation (the ωB97M-V functional and the def2-TZVPD basis) on 9 unconnected molecules or ions with the total composition C45H46F40O10S3.

```
144
Properties=species:S:1:pos:R:3:forces:R:3
C 7.82918 5.88790 7.60721 -0.22 0.24 -0.96
C 7.89737 4.32877 7.51799 -0.61 0.23 0.58
C 6.52474 3.70220 7.76422 -2.48 0.73 -0.75
F 6.27017 2.49175 7.29656 1.17 -1.89 -1.31
F 6.24764 3.56337 9.07274 0.45 1.10 0.85
F 8.51200 3.78387 6.48497 -0.55 0.45 -3.37
F 8.68462 3.87433 8.43841 1.93 -0.20 4.34
O 6.99077 6.41801 6.55899 0.88 1.04 -1.83
C 7.70189 7.04557 5.45500 -2.10 0.15 2.32
C 6.63781 7.26822 4.28876 -0.28 -3.67 -1.10
F 5.39073 7.43967 4.75851 0.10 1.44 0.64
F 6.89412 8.06469 3.22973 0.54 1.10 1.24
F 8.14559 8.28660 5.89652 0.50 -1.80 -0.75
F 8.66874 6.15123 5.13284 -0.03 1.86 -0.54
H 8.81298 6.35719 7.60504 0.20 -0.41 -0.21
H 7.35708 6.25503 8.51849 -0.09 -0.70 0.20
H 5.75680 4.28371 7.25410 -0.04 0.82 0.42
H 6.53171 6.29845 3.80257 0.64 -0.51 0.22
C -4.32033 10.22900 -5.93427 0.45 1.22 -2.12
C -4.39157 8.69438 -5.85862 1.78 2.34 1.53
C -4.34819 8.23900 -4.39778 -1.19 -2.69 2.17
F -3.41264 8.77012 -3.64506 1.34 1.42 0.10
F -5.53817 8.44957 -3.65555 0.61 0.41 -1.78
F -5.41934 8.15415 -6.45276 -1.66 -0.24 -0.63
F -3.29107 8.29791 -6.54979 0.25 -0.85 0.57
O -3.17406 10.81787 -5.26724 0.06 1.35 -0.07
C -2.08151 11.29669 -6.07188 -0.40 -1.73 1.97
C -1.11093 12.28766 -5.34510 -1.98 2.60 -0.56
F -0.74637 11.82327 -4.21812 2.14 -3.03 3.32
F -0.02091 12.69120 -6.06692 -0.74 -0.97 -0.29
F -1.44634 10.20027 -6.42383 1.80 -1.37 -0.30
F -2.43902 11.84068 -7.17835 -1.49 1.80 -2.29
H -5.25406 10.77301 -5.79177 0.05 -0.21 1.24
H -4.19902 10.44175 -6.99640 0.13 -0.34 -0.32
H -4.17945 7.17178 -4.25400 -0.26 -0.38 -0.97
H -1.59651 13.18177 -4.95410 -0.90 0.64 -1.58
C -11.31585 8.48198 2.87014 0.13 0.08 0.89
C -12.52980 9.22342 2.17709 3.52 -2.45 0.40
C -12.07609 9.86719 0.87665 -1.62 -1.80 -2.37
F -12.97470 10.74186 0.41545 -2.12 -0.04 -0.35
F -11.01487 10.59566 0.88690 3.72 1.56 1.94
F -13.50737 8.31935 2.11683 -1.05 -0.49 -1.35
F -12.91602 10.13653 2.99047 -0.96 2.69 2.22
O -10.64059 7.40886 2.23446 -0.23 -1.54 -0.27
C -11.23303 6.10697 1.94442 2.90 2.38 -1.65
C -10.02317 5.09727 1.93671 0.78 0.86 1.84
F -9.78075 5.11479 3.31228 0.14 -1.03 -0.53
F -10.19187 3.81392 1.50569 -0.57 1.44 0.41
F -12.12615 5.68321 2.75692 -1.73 -0.17 1.27
F -11.73380 6.31076 0.72827 -0.95 -0.87 -0.98
H -11.57932 8.16317 3.87863 -0.89 -0.06 -0.05
H -10.55227 9.22342 3.10531 0.19 0.07 -0.59
H -11.81644 9.11083 0.13598 -0.89 -0.60 -0.16
H -9.10076 5.51623 1.53456 -0.37 -0.02 -0.66
C 0.31496 -0.59770 -1.05648 1.99 -1.76 0.72
C -0.83381 0.40653 -0.96467 -0.13 -1.77 0.46
C -2.16665 -0.41325 -1.04461 -2.32 0.55 1.58
F -2.30762 -1.24427 0.01247 0.80 -0.23 0.71
F -3.25256 0.43880 -0.85446 0.96 0.09 -0.94
F -0.70749 1.01086 0.22998 -0.53 0.25 0.08
F -0.82242 1.35902 -1.91961 0.22 -0.49 -0.07
O 0.25623 -1.67006 0.02946 0.98 0.76 0.28
C 1.24165 -1.76391 1.13717 -1.01 1.86 -4.05
C 0.51225 -1.59394 2.41491 -2.45 -2.85 0.65
F 1.23130 -1.65815 3.50554 2.34 -0.25 1.36
F -0.24933 -0.54870 2.56421 -0.85 2.45 -0.88
F 1.79247 -2.99472 1.07359 -0.04 1.13 0.13
F 2.12610 -0.76997 0.92978 0.76 -0.66 0.38
H 1.31475 -0.16410 -1.07869 -0.28 0.71 0.65
H 0.39349 -1.15006 -1.99287 -0.98 -0.20 -0.02
H -2.39949 -1.10302 -1.85586 0.69 0.84 -0.94
H -0.16368 -2.44889 2.43140 -0.16 -0.44 -0.10
C 11.99149 -7.50745 -3.01446 0.92 0.16 -2.06
C 12.13619 -8.58107 -4.16470 0.24 1.42 0.39
C 13.53255 -8.51326 -4.99144 -3.37 -1.06 -2.23
F 13.75133 -7.65865 -6.00985 -0.71 1.78 -0.07
F 14.51428 -8.38962 -4.17870 2.13 -0.14 1.98
F 12.33913 -9.73243 -3.51767 -0.29 -1.51 0.22
F 11.09010 -8.73351 -5.03035 1.23 0.22 0.02
O 11.11523 -7.61991 -1.93753 -2.30 -0.15 -0.56
C 9.70056 -7.78137 -2.20000 2.84 -2.69 1.93
C 8.88126 -6.45923 -2.34031 -1.78 -3.44 0.24
F 9.15144 -5.54847 -1.47503 1.08 1.53 2.24
F 9.18206 -6.04567 -3.51709 1.21 1.67 -3.69
F 9.58620 -8.61617 -3.26821 -0.97 1.37 0.64
F 9.35888 -8.57682 -1.12396 -0.73 1.46 -0.67
H 11.87593 -6.55193 -3.52605 0.22 0.26 0.14
H 12.98107 -7.64324 -2.57813 -0.04 0.66 0.18
H 13.45138 -9.42130 -5.58892 0.52 -1.00 0.85
H 7.80486 -6.63054 -2.35108 -0.19 -0.55 0.44
C -2.67821 1.26062 -10.38697 0.02 0.06 0.07
S -3.21316 0.28385 -8.98210 -0.13 0.60 0.70
O -2.08899 0.50253 -8.01557 -0.75 -0.13 -0.02
C -4.66724 1.33557 -8.49936 -0.01 0.25 -0.99
H -2.85263 2.30942 -10.14673 0.00 -0.01 -0.29
H -3.13216 0.92967 -11.32104 -0.03 0.17 0.06
H -1.60417 1.07545 -10.37172 -0.06 0.00 -0.27
H -5.41309 1.35130 -9.29406 -0.28 -1.25 -0.20
H -4.51417 2.41094 -8.59030 1.02 0.12 1.05
H -5.10413 0.99041 -7.56229 0.21 0.17 -0.11
C 8.51021 -5.39242 9.29864 0.48 0.81 -0.42
S 8.85432 -6.04637 7.62571 -2.77 -1.17 0.21
O 8.10358 -7.34451 7.85923 1.27 -0.26 -0.58
C 7.59407 -5.19829 6.57641 0.84 0.74 0.18
H 9.31647 -5.84187 9.87834 -0.25 -0.17 0.15
H 7.52869 -5.79459 9.54961 0.19 -0.02 -0.01
H 8.56320 -4.31527 9.45687 -0.01 0.09 -0.27
H 6.63108 -5.23474 7.08574 0.22 0.25 0.18
H 7.45668 -5.64187 5.59027 0.47 -0.66 0.28
H 7.99064 -4.20660 6.35874 -0.43 0.39 0.29
C -7.80495 -4.52974 5.33889 0.86 0.83 0.42
S -6.84824 -3.22432 6.27682 0.76 -0.40 0.68
O -5.75204 -3.85228 7.15900 -1.68 0.61 -1.93
C -6.08096 -2.47778 4.79731 0.55 -0.38 1.05
H -7.92848 -4.28237 4.28454 -0.06 0.37 0.14
H -8.76610 -4.52649 5.85296 0.17 -0.80 -0.12
H -7.15137 -5.40145 5.37146 -0.51 -0.31 0.42
H -6.74920 -1.72316 4.38245 -0.05 -0.34 -0.19
H -5.77226 -3.29442 4.14471 -0.07 0.35 -0.29
H -5.20132 -1.98434 5.21067 0.05 0.07 -0.19
C -0.10447 -9.01931 1.69382 0.65 -0.71 -0.21
C -1.29915 -8.56909 2.21153 -0.65 0.43 0.04
C -2.26544 -7.95827 1.41200 1.13 -0.81 -1.19
C -2.02891 -7.90944 0.00208 -0.27 0.66 0.61
C -0.77965 -8.38006 -0.52043 0.51 -0.31 -0.28
C 0.16427 -8.99656 0.33822 -0.78 2.32 -0.61
C -0.40377 -8.24363 -2.01755 0.19 -0.89 -2.50
O 0.65713 -8.52656 -2.64099 -2.71 0.81 3.21
C -1.60944 -7.85566 -2.90397 0.70 0.59 0.58
C -1.55317 -8.10560 -4.29992 -1.66 0.16 0.10
C -2.70689 -7.86178 -5.08154 1.26 0.69 1.63
C -3.77378 -7.10737 -4.51570 1.55 -1.31 -2.89
C -3.75202 -6.75204 -3.22316 -0.01 -0.52 2.29
C -2.71621 -7.19728 -2.32835 -1.18 -0.30 -2.01
C -3.06596 -7.21217 -0.88779 -0.97 0.63 0.99
O -4.14950 -6.73233 -0.48062 2.94 -1.33 -0.56
H 0.67831 -9.39097 2.33843 -0.09 -0.07 0.27
H -1.48049 -8.63759 3.27399 0.07 0.05 0.11
H -3.13512 -7.55530 1.90967 -0.25 0.08 -0.52
H 1.17257 -9.05398 -0.04445 0.04 -0.81 -0.08
H -0.68049 -8.54039 -4.76444 0.08 -0.14 0.29
H -2.70966 -8.18768 -6.11119 -0.14 0.14 -0.08
H -4.51850 -6.85863 -5.25727 -0.61 0.25 0.54
H -4.66169 -6.34526 -2.80671 0.21 0.42 0.28
```
Positions in Å, forces in eV/Å.

Computed properties:
**E_LUMO**: -0.0484 Eh

Entry 2:
ORCA calculation (the ωB97M-V functional and the def2-TZVPD basis) on a molecular structure, C45H47MnN8O4.

```
105
Properties=species:S:1:pos:R:3:forces:R:3
Mn 0.06482 0.64159 -0.00850 -0.52 0.73 0.33
C 0.85290 7.73533 -1.27472 -0.75 0.01 -1.20
C 0.98323 6.26211 -0.90134 1.47 0.50 -0.06
C 2.21516 5.61137 -0.67216 -0.57 -1.57 0.51
C 2.24190 4.23734 -0.26920 0.29 3.66 -1.53
C 1.15054 3.41279 -0.19167 -0.84 -0.27 1.47
N 1.18781 2.13994 0.41286 1.19 0.87 -0.88
C 2.55731 1.74930 0.35274 0.06 -0.96 0.36
C 3.34939 1.81583 1.48981 -3.26 1.36 1.42
C 4.56937 1.31350 1.59150 3.63 -1.71 0.36
C 5.20115 0.69595 0.47919 -0.44 1.10 -0.51
C 6.60421 0.11342 0.43600 -0.62 2.07 0.56
C 4.47024 0.74032 -0.69255 -0.52 0.66 0.43
C 3.18300 1.28318 -0.78414 1.17 -0.52 1.22
N 2.54329 1.25660 -2.00802 -0.97 -0.23 -0.98
C 3.01749 1.42747 -3.27431 -2.34 -0.17 -0.58
C 1.90403 1.28055 -4.14536 1.48 0.24 1.21
C 0.84369 1.02233 -3.24921 -1.18 -0.29 -1.98
N 1.20780 0.97555 -1.98905 0.51 0.13 -0.45
C -0.00610 4.07128 -0.46161 -3.27 1.52 -1.50
C -0.13126 5.45760 -0.84121 0.88 -1.96 0.88
N -1.26265 3.31764 -0.51388 0.67 0.98 -0.11
C -2.48507 3.85516 -0.53461 0.37 3.88 -0.01
C -3.42183 2.95349 -0.88890 -0.31 -0.41 -0.01
C -2.65780 1.81119 -1.00113 -0.69 -2.04 -1.16
N -1.33357 2.02336 -0.85162 -0.99 -0.69 0.15
H -0.15646 7.81173 -1.72326 0.47 0.33 0.09
H 1.55920 8.14890 -2.02225 -0.16 -0.86 0.17
H 0.89529 8.50155 -0.51093 -0.02 -0.40 0.83
H 3.19873 6.08393 -0.78677 -0.64 0.11 0.15
H 3.20183 3.92480 -0.07449 1.84 -1.03 0.48
H 2.85467 2.30979 2.35673 0.48 -0.54 -0.56
H 5.10805 1.31619 2.55448 -0.31 0.21 -0.54
H 6.43779 -0.90536 0.67633 0.81 -1.17 0.24
H 7.25506 0.67447 1.13940 -0.36 -0.81 -0.11
H 7.03983 0.28758 -0.54654 -0.10 -0.45 -0.07
H 4.85247 0.40571 -1.61415 0.80 -0.66 -0.89
H 4.01963 1.70866 -3.50211 0.47 0.02 0.18
H 1.91872 1.36052 -5.24808 -0.18 -0.07 1.08
H -0.18518 0.80938 -3.59046 0.67 0.22 0.64
H -1.09789 5.86566 -1.04033 -0.23 0.16 -0.22
H -2.59515 4.96665 -0.49087 0.02 -1.45 0.42
H -4.47421 3.13035 -1.11092 0.49 -0.26 0.32
H -3.14950 0.85416 -1.25289 1.16 0.38 0.28
C -0.22470 -6.33880 -0.55043 1.37 -2.65 0.94
O -0.76569 -5.12569 -0.34313 -1.28 3.36 0.24
C -1.89993 -5.03821 0.40314 0.77 -0.49 0.31
C -2.36102 -6.10452 1.09421 -0.95 -1.95 1.25
C -3.52345 -5.92951 1.85271 -0.36 -0.47 -0.08
C -4.26063 -4.77421 1.79902 -0.18 0.22 0.48
C -3.81316 -3.69911 1.06149 1.01 -0.93 -0.18
C -2.57213 -3.82080 0.47318 0.24 0.15 -1.69
N -1.98953 -2.85238 -0.37575 -0.62 -0.71 0.47
C -1.73658 -1.58006 0.02758 -0.02 -1.58 -0.86
N -2.28734 -1.21510 1.17287 -0.03 0.85 0.49
C -2.26217 0.05864 1.82755 1.63 -1.16 -2.43
C -1.26210 0.98069 1.49796 -0.55 -0.47 1.08
C -1.24246 2.12370 2.27933 0.94 1.71 -0.04
C -2.15035 2.37012 3.29987 -1.04 -1.70 -0.10
C -3.13054 1.40088 3.53079 -0.36 0.48 0.13
C -3.24580 0.27525 2.75090 -0.16 -0.20 0.59
O -4.15901 -0.74088 2.87970 -0.70 0.15 0.80
C -5.52722 -0.39204 3.25043 0.40 -1.55 -0.35
N -0.99827 -0.88087 -0.76274 0.81 2.21 -0.62
C -0.77421 -1.32386 -2.10779 -3.33 0.70 -0.14
C -1.84259 -1.18315 -3.03308 0.61 -0.64 0.38
C -1.73278 -1.67280 -4.32812 0.36 0.11 0.64
C -0.51952 -2.22733 -4.66680 1.74 -1.21 -2.24
C 0.58749 -2.31316 -3.83043 -1.73 0.16 1.44
C 0.38474 -1.90034 -2.48633 2.66 -0.31 -1.45
O 1.31405 -1.86171 -1.52478 -0.25 -0.08 1.45
C 2.65699 -2.22942 -1.60736 0.58 -1.09 -0.44
H 0.10831 -6.80572 0.44381 -0.57 0.27 -1.30
H 0.70212 -6.13169 -1.07630 -0.08 -0.44 -0.49
H -0.94839 -6.99266 -1.08935 0.80 0.08 0.24
H -1.88972 -7.11283 1.07975 -0.34 1.12 -0.01
H -3.96485 -6.72318 2.43339 0.33 -0.37 0.04
H -5.16996 -4.69291 2.36658 -0.30 -0.07 0.00
H -4.39368 -2.84710 0.85648 -0.66 1.02 0.12
H -1.32040 -3.29530 -1.00281 -0.05 0.60 0.07
H -2.67986 -1.99438 1.67239 -0.28 0.21 0.44
H -0.48139 2.89626 2.12629 -0.13 -0.42 -0.14
H -2.19925 3.21679 3.96294 0.59 0.36 -0.21
H -3.82992 1.51399 4.32447 -0.49 0.30 0.54
H -6.14280 -1.31320 3.12841 0.70 0.53 -0.03
H -5.84633 0.31202 2.52089 -0.57 0.89 -0.30
H -5.68800 -0.07355 4.27645 0.48 0.30 0.06
H -2.74759 -0.77298 -2.63319 -0.43 0.21 -0.10
H -2.49118 -1.71935 -5.08943 -0.50 0.40 0.25
H -0.36158 -2.65837 -5.70922 -0.43 0.68 1.41
H 1.45904 -2.84416 -4.12913 0.66 -0.03 -0.22
H 3.09382 -2.21556 -0.56177 -0.71 -0.32 -1.30
H 3.20022 -1.52226 -2.21046 0.33 0.61 -0.25
H 2.76082 -3.19462 -2.17189 0.09 0.40 0.98
C 1.78861 -2.32139 2.21517 1.07 1.92 0.25
C 0.86166 -1.09037 2.26625 -0.97 -1.50 0.38
C 1.21685 -0.24983 3.44751 -1.76 0.13 0.93
O 0.98372 -0.44509 1.05867 0.18 0.74 -1.26
H 1.58739 -2.89443 3.08046 -0.02 -0.72 1.14
H 2.84919 -1.86791 2.33793 -1.41 -1.28 -0.77
H 1.57718 -2.97020 1.37068 0.42 0.25 -0.39
H -0.17249 -1.47452 2.47401 0.46 0.29 -0.60
H 2.23772 -0.08647 3.43775 2.34 0.23 0.23
H 0.93044 -0.86004 4.33834 0.26 0.88 -0.34
H 0.77631 0.76679 3.44907 -0.27 -0.79 0.08
```
Positions in Å, forces in eV/Å.

Computed properties:
**2S+1**: 4
**Charge**: +1
**E_LUMO (alpha / beta)**: -0.1017 / -0.0822 Eh
**<S²>**: 3.9121

In order of appearance, largest force on an atom = 4.98; 4.03 eV Å⁻¹.
In order of appearance, total energy = -209079.0959; -98849.9052 eV.